No. 1
{"formula": "C29H24BBrCuF2N4O4", "method": "wB97M-V/def2-TZVPD", "total_energy_ha": -6078.82925, "s2": 0.753, "spin_multiplicity": 2, "total_charge": -2, "species": ["Cu", "C", "C", "C", "C", "C", "C", "C", "C", "N", "C", "O", "C", "C", "C", "C", "C", "N", "C", "O", "N", "C", "C", "C", "C", "C", "C", "C", "C", "H", "H", "H", "H", "H", "H", "H", "H", "H", "H", "H", "H", "H", "H", "H", "H", "H", "H", "H", "H", "H", "Br", "C", "C", "N", "C", "C", "C", "C", "O", "O", "H", "H", "H", "F", "B", "F"], "positions_angstrom": [[-0.412, 0.702, 0.383], [4.213, 1.255, -0.572], [3.465, 2.520, -0.255], [3.974, 3.736, -0.695], [3.370, 4.937, -0.368], [2.229, 4.917, 0.417], [1.676, 3.723, 0.858], [0.420, 3.748, 1.675], [2.287, 2.498, 0.520], [1.681, 1.292, 0.893], [2.361, 0.373, 1.569], [3.498, 0.458, 2.072], [1.600, -0.925, 1.723], [1.971, -1.869, 2.670], [1.168, -2.987, 2.840], [0.020, -3.120, 2.074], [-0.275, -2.134, 1.145], [0.525, -1.087, 0.957], [-1.597, -2.132, 0.415], [-2.245, -3.193, 0.319], [-1.941, -0.921, 0.003], [-3.205, -0.630, -0.502], [-4.338, -0.640, 0.332], [-4.221, -1.155, 1.738], [-5.560, -0.216, -0.173], [-5.691, 0.197, -1.490], [-4.584, 0.151, -2.326], [-3.349, -0.267, -1.854], [-2.155, -0.366, -2.757], [5.037, 1.464, -1.257], [3.569, 0.503, -1.024], [4.608, 0.825, 0.350], [4.878, 3.738, -1.298], [3.782, 5.876, -0.718], [1.749, 5.850, 0.693], [0.238, 4.743, 2.084], [0.477, 3.033, 2.497], [-0.432, 3.467, 1.050], [2.863, -1.696, 3.255], [1.415, -3.733, 3.587], [-0.665, -3.949, 2.184], [-3.391, -0.682, 2.262], [-4.018, -2.229, 1.717], [-5.142, -0.977, 2.297], [-6.428, -0.204, 0.480], [-6.646, 0.549, -1.863], [-4.679, 0.448, -3.365], [-2.371, 0.019, -3.754], [-1.826, -1.406, -2.837], [-1.329, 0.197, -2.326], [1.534, 2.268, -7.001], [1.216, 1.564, -5.252], [1.523, 0.241, -4.991], [1.305, -0.300, -3.800], [0.767, 0.458, -2.844], [0.442, 1.798, -3.018], [0.680, 2.363, -4.265], [-0.237, 2.692, -1.961], [-0.235, 3.899, -2.210], [-0.819, 2.103, -1.004], [1.956, -0.398, -5.754], [0.594, -0.033, -1.892], [0.442, 3.408, -4.410], [-0.992, 0.197, 3.281], [-1.308, 0.977, 2.214], [-2.261, 1.868, 2.574]], "forces_ev_per_a": [[-0.512, 0.272, 0.620], [0.116, 0.161, -0.070], [0.067, -0.116, 0.121], [0.098, 0.077, -0.002], [-0.025, -0.002, 0.030], [0.053, 0.044, -0.015], [-0.016, -0.076, -0.013], [-0.023, -0.097, -0.021], [0.274, 0.174, -0.037], [-0.268, -0.102, -0.007], [0.180, 0.366, -0.284], [-0.175, -0.160, 0.319], [0.005, -0.102, 0.009], [0.050, -0.093, 0.022], [-0.034, 0.082, -0.090], [0.040, -0.112, -0.031], [0.102, -0.090, 0.030], [0.150, -0.411, 0.330], [-0.530, 0.036, -0.258], [0.144, -0.008, 0.132], [0.547, 0.349, 0.045], [-0.460, -0.231, -0.201], [0.133, -0.124, 0.000], [-0.038, 0.017, -0.079], [-0.086, 0.046, -0.045], [-0.002, -0.004, 0.008], [-0.078, 0.031, -0.031], [0.136, -0.035, 0.116], [-0.135, -0.016, 0.210], [-0.035, 0.011, -0.080], [-0.153, -0.110, -0.063], [0.006, -0.001, -0.122], [-0.013, -0.043, -0.008], [-0.007, -0.003, -0.011], [-0.043, -0.030, -0.017], [0.016, 0.021, -0.027], [-0.015, 0.016, 0.035], [-0.027, 0.001, 0.046], [-0.010, 0.055, -0.007], [0.026, -0.001, -0.003], [-0.014, 0.015, -0.019], [0.007, 0.008, 0.066], [0.027, 0.023, 0.030], [0.000, 0.038, 0.011], [0.029, -0.018, 0.032], [-0.006, -0.019, -0.002], [0.027, -0.006, 0.003], [-0.001, 0.016, -0.021], [0.034, 0.005, -0.040], [-0.461, -0.098, -0.074], [0.008, -0.035, 0.070], [0.026, 0.002, -0.118], [-0.026, 0.081, -0.008], [0.061, -0.179, 0.146], [0.387, 0.109, -0.024], [0.022, 0.259, -0.026], [0.071, -0.054, 0.100], [-0.174, 0.135, -0.268], [-0.006, -0.097, 0.127], [0.286, -0.010, -0.292], [-0.019, 0.033, -0.026], [0.120, 0.028, 0.006], [-0.012, 0.001, -0.006], [0.040, -0.011, -0.176], [0.042, 0.032, 0.196], [0.073, -0.051, -0.237]]}



No. 2
{"formula": "C29H24BFN2O8", "method": "wB97M-V/def2-TZVPD", "total_energy_ha": -1955.42778, "smiles": "CC[C@@H](F)c1cnc2ccc(B(O)O)cc2n1.O=C1C=CC(=O)C=C1.O=C1C=CC(=O)C=C1.O=C1C=CC(=O)C=C1", "species": ["C", "C", "C", "F", "C", "C", "N", "C", "C", "C", "C", "B", "O", "O", "C", "C", "N", "H", "H", "H", "H", "H", "H", "H", "H", "H", "H", "H", "H", "C", "C", "C", "O", "C", "C", "C", "O", "H", "H", "H", "H", "C", "C", "C", "O", "C", "C", "C", "O", "H", "H", "H", "H", "C", "C", "C", "O", "C", "C", "C", "O", "H", "H", "H", "H"], "positions_angstrom": [[4.587, -0.670, 0.693], [5.094, 0.696, 0.010], [4.744, 0.836, -1.541], [5.446, -0.241, -2.247], [3.188, 0.720, -1.891], [2.777, 0.588, -3.384], [1.455, 0.492, -3.896], [0.533, 0.510, -2.793], [-1.001, 0.408, -3.154], [-2.151, 0.419, -2.095], [-1.776, 0.539, -0.581], [-2.983, 0.559, 0.500], [-2.728, 0.417, 1.931], [-4.388, 0.702, 0.154], [-0.262, 0.668, -0.224], [0.894, 0.658, -1.298], [2.246, 0.780, -0.829], [4.512, -1.453, -0.135], [3.575, -0.457, 1.208], [5.295, -1.090, 1.486], [6.251, 0.677, 0.077], [4.785, 1.645, 0.592], [5.115, 1.809, -2.026], [3.630, 0.582, -4.160], [-1.295, 0.296, -4.263], [-3.256, 0.350, -2.394], [-1.880, 0.866, 2.136], [-4.499, 1.436, -0.497], [0.024, 0.754, 0.890], [-1.372, -4.107, -0.042], [-1.663, -3.065, -0.822], [-1.768, -3.212, -2.289], [-2.032, -2.261, -3.003], [-1.540, -4.558, -2.857], [-1.249, -5.600, -2.077], [-1.144, -5.452, -0.609], [-0.881, -6.403, 0.104], [-1.291, -4.017, 1.034], [-1.833, -2.074, -0.422], [-1.622, -4.648, -3.933], [-1.079, -6.591, -2.477], [-2.531, 5.575, -1.723], [-3.202, 4.424, -1.654], [-4.534, 4.352, -1.016], [-5.147, 3.301, -0.950], [-5.094, 5.602, -0.461], [-4.423, 6.752, -0.531], [-3.091, 6.825, -1.168], [-2.479, 7.874, -1.234], [-1.554, 5.646, -2.186], [-2.807, 3.499, -2.056], [-6.070, 5.530, 0.001], [-4.818, 7.677, -0.129], [2.142, -1.730, 6.124], [3.216, -1.621, 5.340], [3.262, -2.263, 4.010], [4.242, -2.165, 3.294], [2.073, -3.030, 3.581], [1.000, -3.140, 4.365], [0.953, -2.497, 5.696], [-0.026, -2.595, 6.411], [2.092, -1.267, 7.102], [4.094, -1.062, 5.638], [2.124, -3.494, 2.604], [0.121, -3.699, 4.067]], "forces_ev_per_a": [[-0.402, 0.546, -0.160], [1.184, 0.053, 0.175], [-0.543, -0.313, 0.019], [-1.148, 1.478, 0.858], [-2.361, -0.176, 0.299], [-1.527, 0.023, 0.367], [2.791, 0.397, 5.278], [-2.647, 0.116, 0.621], [-0.894, 0.292, 2.866], [4.518, 0.576, -0.042], [3.370, 0.472, -2.586], [-1.368, 0.203, 1.524], [0.252, 0.890, -2.581], [3.099, 0.363, 0.111], [-1.877, -0.435, -2.294], [-1.327, -0.093, 0.107], [0.119, -0.548, -4.944], [-0.199, 0.962, 1.244], [1.574, -0.694, -1.046], [-0.890, 0.934, -1.241], [-1.807, 0.180, -0.383], [0.202, -1.591, -1.057], [-0.327, -1.417, 0.912], [-1.556, -0.031, 1.372], [0.700, 0.183, 2.005], [2.035, -0.003, 0.361], [-0.592, -0.770, -0.105], [-0.109, -0.776, 0.358], [-0.262, -0.143, -2.095], [-0.052, 0.310, -0.060], [0.012, -0.108, 0.331], [-0.086, 0.326, -0.315], [-0.072, -0.657, 0.157], [0.115, -0.323, 0.017], [-0.060, 0.118, -0.325], [0.105, -0.361, 0.304], [-0.054, 0.251, -0.187], [-0.014, -0.034, -0.006], [0.031, -0.016, -0.044], [-0.005, 0.044, 0.009], [-0.002, 0.000, 0.052], [0.001, -0.336, -0.072], [0.249, 0.101, -0.068], [-0.055, -0.206, -0.031], [0.140, 0.131, 0.015], [-0.073, 0.271, 0.055], [-0.282, -0.179, 0.098], [0.265, 0.445, -0.031], [-0.179, -0.303, 0.023], [-0.013, 0.032, 0.010], [-0.002, -0.028, 0.012], [0.014, -0.045, -0.010], [0.043, 0.000, -0.017], [0.327, 0.139, -0.043], [-0.155, 0.091, 0.288], [0.369, 0.018, -0.256], [-0.282, -0.129, 0.340], [-0.310, -0.119, 0.018], [0.150, -0.067, -0.315], [-0.422, -0.053, 0.300], [0.282, 0.032, -0.198], [-0.043, -0.025, -0.005], [0.007, -0.023, -0.044], [0.047, 0.015, 0.001], [-0.005, 0.011, 0.054]]}